Entry 1:
Density functional theory data (ωB97M-V/def2-TZVPD) for 3 unconnected molecules or ions with the total composition C26H44BrF6IO8S.

## Properties
Gap between HOMO and LUMO, eV: 9.85
Spin multiplicity: 1

Atoms and positions in Å:
C  -3.91645  -2.82182  -1.08169
C  -3.33348  -4.04886  -1.80395
C  -1.80630  -3.98935  -1.92322
C  -1.23671  -5.14334  -2.74820
C  0.28420  -5.36608  -2.67368
C  1.09165  -4.48105  -3.63865
C  1.31852  -3.02885  -3.16358
C  2.63442  -2.42742  -3.70743
C  2.55074  -1.01251  -4.33091
C  3.32881  0.16317  -3.69713
C  2.93811  0.80185  -2.34440
C  2.68547  2.29816  -2.51804
C  1.44158  2.60391  -3.37452
C  0.20731  3.04893  -2.59841
I  0.49901  4.87624  -1.56497
O  1.68156  0.19370  -1.80789
S  1.55298  0.46001  -0.26339
O  1.07262  1.78824  -0.04436
O  0.98374  -0.69879  0.33915
O  3.10246  0.41035  0.02581
C  3.90193  0.38886  -1.17614
C  5.19833  1.17311  -0.85184
Br  6.04725  1.93015  -2.42999
C  5.06750  2.24874  0.24240
C  5.27033  1.70536  1.66461
H  -4.36025  -2.10227  -1.78111
H  -3.12748  -2.29613  -0.53075
H  -4.69907  -3.10207  -0.36883
H  -3.62027  -4.96939  -1.27852
H  -3.75922  -4.13769  -2.81519
H  -1.37300  -3.99392  -0.91197
H  -1.51835  -3.03100  -2.37246
H  -1.49803  -4.97218  -3.80453
H  -1.74140  -6.07257  -2.44946
H  0.50463  -6.42004  -2.88890
H  0.63330  -5.18047  -1.64505
H  0.56806  -4.47947  -4.60673
H  2.06896  -4.94448  -3.82686
H  1.28748  -3.00920  -2.07213
H  0.48982  -2.39237  -3.49420
H  3.41909  -2.44230  -2.93936
H  2.99543  -3.10553  -4.49304
H  1.49591  -0.73150  -4.46296
H  2.97075  -1.06444  -5.34448
H  3.30764  0.97984  -4.42886
H  4.38710  -0.12455  -3.62499
H  3.57774  2.73251  -2.96445
H  2.55866  2.76228  -1.53389
H  1.14185  1.70177  -3.92904
H  1.68896  3.36620  -4.12184
H  -0.64997  3.23828  -3.24797
H  -0.07520  2.32740  -1.83235
H  4.17585  -0.65973  -1.34354
H  5.93331  0.42037  -0.54731
H  4.08030  2.71808  0.15772
H  5.80423  3.02685  0.03043
H  4.38639  1.17398  2.03010
H  6.12270  1.01650  1.70607
H  5.47953  2.53156  2.34952
C  -0.52116  5.50258  2.35011
C  -1.84344  5.56384  1.62298
O  -2.80732  4.66880  2.23621
C  -3.42820  5.11293  3.30624
O  -3.36081  6.18720  3.81825
C  -4.34375  3.99051  3.86134
F  -3.69065  2.82675  3.89703
F  -5.41332  3.84971  3.07737
F  -4.74216  4.28234  5.08454
H  -0.14784  4.47875  2.37566
H  0.20771  6.11555  1.81981
H  -0.61440  5.87952  3.36799
H  -1.75578  5.18662  0.60805
H  -2.25416  6.57275  1.61097
C  -4.79980  -0.43861  4.30178
C  -3.56632  -0.13260  5.11848
O  -3.46433  -1.01115  6.26943
C  -2.96847  -2.20980  6.04571
O  -2.57182  -2.66910  5.01942
C  -2.91015  -3.00387  7.37636
F  -4.04315  -2.89005  8.06221
F  -1.91452  -2.53058  8.12872
F  -2.68561  -4.28338  7.13488
H  -5.69310  -0.37382  4.92322
H  -4.88439  0.28834  3.49453
H  -4.74294  -1.43522  3.86584
H  -3.60529  0.86185  5.55300
H  -2.65590  -0.22686  4.52718

Entry 2:
Density functional theory data (ωB97M-V/def2-TZVPD) for a single C4H9NO molecule.

## Properties
Gap between HOMO and LUMO, eV: 8.55
Energy above the lowest of the compared OMol25 structures with the same formula, charge and spin, kJ/mol: 200.8
Spin multiplicity: 1

Atoms and positions in Å:
C  0.53310  1.12800  1.55480
C  0.33250  0.68170  0.15112
C  -0.69485  -0.06170  -0.27254
N  -1.89732  -0.16528  0.41715
O  -0.56417  -0.81797  -1.40071
C  0.80397  -1.28219  -1.57189
H  0.20698  0.34333  2.24858
H  0.00686  2.05476  1.80513
H  1.60229  1.29022  1.72507
H  1.04059  0.98860  -0.60307
H  -2.14743  0.69513  0.88714
H  -2.68256  -0.58814  -0.05265
H  0.80765  -1.74876  -2.55006
H  1.60090  -0.52269  -1.56431
H  1.05148  -1.99501  -0.77377

Entry 3:
Density functional theory data (ωB97M-V/def2-TZVPD) for a molecular structure, C30H42AsIN5O5SSr at a distorted geometry.

## Properties
Gap between HOMO and LUMO, eV: 6.26
Energy above the lowest of the compared OMol25 structures with the same formula, charge and spin, kJ/mol: 168.4
Net charge: -1
Spin multiplicity: 1

Atoms and positions in Å:
Sr  0.30414  0.59979  0.43763
C  -2.81495  2.78481  -0.39449
C  -2.20303  3.27050  0.91269
N  -1.55586  2.17811  1.62329
C  -2.33466  1.40255  2.56426
C  -3.07584  0.25958  1.87883
C  -4.29911  -0.19320  2.35291
C  -4.91250  -1.24667  1.69484
C  -4.31525  -1.77324  0.56294
C  -3.10482  -1.24053  0.13545
C  -2.42312  -1.72027  -1.12257
N  -1.86077  -0.60030  -1.84819
C  -2.81203  0.33574  -2.41487
C  -2.21860  1.73690  -2.53787
N  -1.76728  2.24179  -1.25365
N  -2.48652  -0.27192  0.80814
H  -3.35651  3.61424  -0.87553
H  -3.53820  1.99162  -0.19028
H  -2.97496  3.75540  1.52657
H  -1.43875  4.01498  0.68686
H  -0.68391  2.49707  2.03777
H  -3.06183  2.01642  3.11327
H  -1.65120  0.96317  3.29666
H  -4.75834  0.27658  3.21371
H  -5.86025  -1.63631  2.04627
H  -4.77502  -2.58211  0.00928
H  -3.13053  -2.33349  -1.70200
H  -1.57449  -2.33681  -0.81522
H  -1.15884  -0.89881  -2.51078
H  -3.67874  0.37816  -1.75063
H  -3.18252  0.02102  -3.40248
H  -2.96951  2.39663  -3.00094
H  -1.35696  1.68790  -3.20903
H  -1.05104  2.95257  -1.37472
O  2.65627  0.52830  0.62912
S  2.57018  1.87361  1.30905
O  3.78581  2.22103  2.01004
O  2.21827  2.84154  0.21820
O  1.35120  1.82803  2.23010
C  3.55203  0.80396  -2.38999
As  1.61752  1.02012  -2.40971
C  1.53280  2.85830  -3.08741
C  1.32534  0.13476  -4.13621
H  3.98203  1.23307  -3.29566
H  3.78270  -0.25943  -2.32633
H  3.94866  1.28972  -1.50171
H  2.29745  3.02133  -3.84749
H  1.69612  3.53012  -2.24446
H  0.54926  3.05766  -3.51618
H  2.02764  0.51434  -4.87976
H  0.30673  0.30091  -4.49305
H  1.47510  -0.94058  -4.02507
N  2.60813  5.68328  0.14854
C  1.55486  5.17113  0.87150
O  0.41336  5.20126  0.44649
C  1.82806  4.98081  2.34849
I  1.97002  6.88275  3.33246
H  2.41901  5.65507  -0.84372
H  3.49217  5.24193  0.36674
H  2.75218  4.45003  2.55791
H  0.99590  4.46700  2.81004
C  4.29257  -5.54449  -0.52282
C  3.56101  -5.28043  0.62872
C  2.57881  -4.30187  0.63960
C  2.29502  -3.55866  -0.50944
C  3.04322  -3.83544  -1.65666
C  4.02743  -4.81265  -1.67155
C  1.29558  -2.45734  -0.56696
C  0.35609  -2.08808  0.31204
C  -0.06828  -2.84694  1.46973
C  -0.80371  -4.04102  1.33422
C  -1.35144  -4.68362  2.43297
C  -1.17000  -4.18239  3.71698
C  -0.43194  -3.01315  3.87581
C  0.09312  -2.35045  2.77894
H  5.06818  -6.30054  -0.51915
H  3.76052  -5.84053  1.53470
H  2.04178  -4.09920  1.55493
H  2.84757  -3.25821  -2.55529
H  4.58688  -5.00223  -2.58027
H  1.41978  -1.85514  -1.47625
H  -0.94392  -4.45182  0.33978
H  -1.91991  -5.59600  2.28642
H  -1.59242  -4.69072  4.57486
H  -0.27224  -2.60591  4.86817
H  0.65928  -1.43508  2.93047

no.,highest occupied orbital energy (eV),LUMO level (eV)
1,-9.6,0.29
2,-7.5,1.03
3,-4.0,2.27